Below is a gas-phase ion, C15H21N2O2P (charge +2) at a distorted geometry, with properties calculated with the ωB97M-V functional and the def2-TZVPD basis.

XYZ file:
```
41
Properties=species:S:1:pos:R:3:forces:R:3:lowdin_charge:R:1
C 6.490 -0.584 0.659 1.50 0.48 0.37 -0.10
O 5.294 -0.113 1.305 -0.26 -1.09 -1.03 -0.20
C 4.133 -0.851 0.938 -1.17 0.31 0.40 -0.22
C 3.017 0.040 0.231 -0.06 -0.16 0.40 -0.18
C 3.614 1.106 -0.763 -0.30 -0.58 0.14 -0.13
C 2.504 2.006 -1.494 1.59 0.07 0.12 -0.09
N 1.122 1.470 -1.256 -1.59 0.34 0.29 -0.07
C 0.591 0.444 -2.017 -1.35 -0.29 0.80 0.03
C -0.741 -0.103 -1.757 0.64 1.78 1.59 0.08
C -1.516 0.479 -0.639 1.56 1.23 -0.44 -0.12
C -2.914 -0.018 -0.213 -1.32 -1.28 1.21 -0.10
C -4.186 0.352 -0.848 0.27 -1.72 1.83 0.07
C -5.408 -0.237 -0.293 1.50 0.55 -0.44 -0.01
N -5.406 -1.095 0.797 1.80 0.78 -0.89 -0.17
P -6.881 -1.859 1.473 -0.97 -2.13 3.38 0.79
O -6.617 -2.260 2.886 0.30 0.73 -1.65 -0.39
C -4.220 -1.454 1.441 1.88 1.00 -1.14 0.00
C -2.953 -0.936 0.963 -1.86 0.95 -1.37 0.07
C -0.931 1.600 0.132 1.15 -1.37 -2.01 0.07
C 0.411 2.060 -0.231 -2.17 -1.15 0.36 0.03
H 7.332 -0.524 1.412 -0.99 -0.04 -0.72 0.10
H 6.792 0.109 -0.179 -0.48 -0.82 0.58 0.09
H 6.451 -1.651 0.321 -0.27 0.95 0.19 0.09
H 3.670 -1.220 1.902 0.45 0.12 -1.08 0.13
H 4.320 -1.727 0.265 0.26 0.74 0.64 0.12
H 2.322 -0.699 -0.277 0.77 0.80 0.33 0.11
H 2.380 0.521 1.035 0.80 -0.23 -0.80 0.11
H 4.218 0.553 -1.535 -0.55 0.67 0.69 0.13
H 4.305 1.773 -0.182 -0.64 -0.63 -0.67 0.13
H 2.569 3.056 -1.091 -0.47 -1.18 -0.41 0.14
H 2.726 2.074 -2.591 -0.57 -0.21 0.98 0.14
H 1.257 0.040 -2.823 -0.80 0.49 0.89 0.17
H -1.161 -0.943 -2.367 0.65 1.00 0.61 0.14
H -4.199 1.024 -1.739 -0.24 -0.69 0.98 0.14
H -6.413 -0.009 -0.736 1.16 -0.23 0.49 0.15
H -7.133 -3.058 0.722 0.22 1.12 -0.48 0.06
H -7.987 -0.963 1.443 0.70 0.13 -0.95 0.06
H -4.207 -2.158 2.313 -0.67 0.82 -0.94 0.15
H -2.002 -1.213 1.475 -1.04 0.17 -0.46 0.14
H -1.513 2.072 0.963 0.83 -0.42 -0.92 0.14
H 0.871 2.898 0.354 -0.27 -0.98 -0.89 0.16
```
Positions in Å, forces in eV/Å.

Output
**HOMO level**: -14.0 eV
**Charge**: +2
**Spin multiplicity**: 1
**Kohn-Sham gap**: 6.11 eV
**Energy relative to the best compared isomer or geometry (same formula, charge and spin)**: 0.0 kcal per mole
**LUMO level**: -0.2913 hartree
**DFT total energy**: -32241.13482 eV

---

Below is a molecular structure, CuH14O7 at a distorted geometry, with properties calculated with the ωB97M-V functional and the def2-TZVPD basis.

XYZ file:
```
22
Properties=species:S:1:pos:R:3:forces:R:3:lowdin_charge:R:1
Cu -0.322 -0.240 0.000 1.08 2.44 -2.23 0.02
O -0.752 1.006 1.214 -5.97 2.12 5.43 -0.05
H -0.034 1.534 0.865 0.22 1.55 1.40 -0.13
H -1.378 1.645 1.553 -0.42 0.43 0.36 0.11
O 0.457 -1.750 -0.450 3.17 -6.43 -3.86 -0.05
H 1.392 -1.941 -0.376 0.84 -0.88 -0.40 0.10
H 0.179 -2.214 -1.239 -0.08 -0.73 -0.59 0.12
O 0.870 0.607 -1.295 1.69 -2.07 -7.56 0.08
H 1.496 0.017 -1.714 0.47 -0.50 -0.25 0.14
H 0.715 1.293 -1.945 -0.29 0.58 -1.01 0.16
O 1.105 -0.165 0.967 7.54 -0.81 4.71 -0.04
H 1.862 0.377 0.744 0.70 0.30 0.74 0.11
H 1.443 -1.061 0.963 0.41 -0.07 1.24 0.10
O -1.698 -0.105 -0.910 -7.39 0.97 -5.13 -0.02
H -2.402 -0.132 -1.558 -0.56 0.06 -0.85 0.10
H -2.122 0.203 -0.109 -1.05 0.47 0.10 0.09
O 0.868 2.034 0.244 3.38 6.65 0.94 0.04
H 0.895 1.325 -0.399 0.77 0.60 0.58 -0.19
H 1.703 2.490 0.132 0.07 0.73 0.44 0.13
O -1.103 -1.451 0.993 -4.09 -4.75 5.17 -0.03
H -1.454 -2.267 0.637 -0.20 -0.69 0.03 0.11
H -1.718 -1.207 1.684 -0.30 0.04 0.75 0.11
```
Positions in Å, forces in eV/Å.

Output
**HOMO level**: -9.3 eV
**Charge**: +1
**Spin multiplicity**: 1
**Kohn-Sham gap**: 5.62 eV
**Energy relative to the best compared isomer or geometry (same formula, charge and spin)**: 283.8 kcal per mole
**LUMO level**: -0.1336 hartree
**DFT total energy**: -59181.90131 eV

---

Below is a single C4H10O molecule at a distorted geometry, with properties calculated with the ωB97M-V functional and the def2-TZVPD basis.

XYZ file:
```
15
Properties=species:S:1:pos:R:3:forces:R:3:lowdin_charge:R:1
C 2.278 0.161 0.007 2.37 0.24 -1.56 -0.14
C 1.074 -0.759 0.010 -2.15 0.70 0.43 -0.24
C -0.270 0.046 0.123 1.80 2.74 -1.45 -0.30
O -1.428 -0.734 0.016 -0.40 0.23 -0.04 -0.21
C -2.588 0.106 -0.011 -0.33 1.47 -0.20 -0.13
H 2.247 0.905 -0.840 -0.16 -0.80 0.60 0.08
H 2.559 0.791 0.866 -0.91 -0.50 0.26 0.07
H 3.258 -0.422 -0.167 -1.54 0.61 0.09 0.09
H 0.877 -1.262 -0.941 0.88 -0.28 0.10 0.11
H 1.112 -1.486 0.813 0.13 -0.26 0.08 0.10
H -0.200 0.832 0.970 -0.65 -1.51 -0.65 0.14
H -0.218 0.747 -0.832 -0.24 -1.03 1.55 0.13
H -2.801 0.357 1.066 0.02 0.33 -1.06 0.09
H -3.545 -0.371 -0.418 1.78 0.15 0.34 0.10
H -2.357 1.091 -0.662 -0.62 -2.09 1.52 0.12
```
Positions in Å, forces in eV/Å.

Output
**HOMO level**: -9.8 eV
**Charge**: 0
**Spin multiplicity**: 1
**Kohn-Sham gap**: 10.93 eV
**Energy relative to the best compared isomer or geometry (same formula, charge and spin)**: 37.4 kcal per mole
**LUMO level**: 0.0424 hartree
**DFT total energy**: -6356.18165 eV

---

Below is a molecular structure, C15H37FN2OSr at a distorted geometry, with properties calculated with the ωB97M-V functional and the def2-TZVPD basis.

XYZ file:
```
57
Properties=species:S:1:pos:R:3:forces:R:3:lowdin_charge:R:1
Sr 0.374 -0.473 0.186 -0.56 -1.08 -0.62 1.44
C -0.814 -0.433 -4.053 0.25 0.27 0.15 -0.08
C -1.647 0.273 -2.988 0.30 0.67 1.72 -0.60
C -3.075 -0.264 -2.936 0.17 -0.04 0.14 -0.08
O -1.125 0.345 -1.658 0.89 -1.41 0.01 -0.47
H 0.153 0.050 -4.186 0.09 0.19 0.06 0.06
H -1.354 -0.326 -4.994 0.07 -0.23 -0.17 0.07
H -0.587 -1.483 -3.866 -0.35 -0.18 0.18 0.07
H -1.668 1.332 -3.247 -0.33 0.25 -0.81 0.11
H -3.709 0.458 -2.420 -0.08 -0.08 0.03 0.07
H -3.053 -1.185 -2.353 -0.07 -0.13 0.09 0.06
H -3.511 -0.500 -3.907 0.01 0.13 -0.15 0.07
F 1.729 -2.429 0.852 -0.82 1.33 -0.32 -0.72
C 0.854 3.162 -1.229 -0.38 -0.76 -0.53 -0.08
C 2.095 2.540 -0.603 -0.22 0.33 0.14 -0.24
N 2.227 1.039 -0.609 1.18 1.18 0.21 -0.30
C 2.574 0.619 -1.972 -1.59 -1.22 -1.48 -0.25
C 2.472 -0.934 -2.215 0.72 1.68 0.53 -0.07
C 3.408 0.737 0.240 0.94 -0.16 0.22 -0.27
C 3.281 0.799 1.747 -0.30 0.62 0.34 -0.08
H -0.027 2.585 -0.948 -0.22 0.03 -0.11 0.05
H 0.903 3.152 -2.318 -0.06 -0.16 -0.04 0.08
H 0.692 4.205 -0.957 0.32 -0.06 0.32 0.08
H 2.963 2.958 -1.113 0.38 0.01 0.10 0.12
H 2.108 2.903 0.425 0.28 -0.34 0.16 0.11
H 1.777 0.974 -2.626 -0.14 0.43 0.10 0.10
H 3.473 1.060 -2.402 0.53 0.03 0.57 0.12
H 1.424 -1.178 -2.044 0.19 -0.58 -0.08 0.03
H 2.703 -1.142 -3.259 -0.08 0.01 0.05 0.08
H 3.191 -1.451 -1.580 -0.46 -0.41 0.01 0.07
H 4.189 1.431 -0.070 0.34 0.08 -0.04 0.12
H 3.802 -0.265 0.069 -0.38 -0.07 -0.56 0.11
H 3.095 1.802 2.129 -0.51 0.07 -0.06 0.07
H 4.228 0.562 2.233 0.10 -0.39 -0.31 0.09
H 2.550 0.081 2.119 -0.03 0.01 0.10 0.03
C 0.236 -0.817 4.060 -0.93 0.29 -0.26 -0.06
C -0.797 -1.624 3.214 2.30 -0.55 0.51 -0.25
N -1.417 -0.890 2.102 0.51 -0.73 0.56 -0.29
C -2.057 0.313 2.620 -1.60 -0.31 -0.32 -0.25
C -2.671 1.214 1.534 0.37 0.24 0.87 -0.06
C -2.428 -1.764 1.468 -0.43 -0.55 -0.57 -0.26
C -1.945 -3.050 0.772 0.70 1.39 0.36 -0.06
H 0.738 -1.403 4.830 -0.15 -0.37 -0.28 0.08
H -0.331 -0.058 4.598 0.31 0.18 0.16 0.06
H 1.014 -0.321 3.480 -0.09 -0.06 -0.16 0.05
H -0.256 -2.473 2.797 0.08 0.03 -0.28 0.10
H -1.443 -2.090 3.959 -1.01 0.29 -0.17 0.12
H -2.867 -0.079 3.235 -0.49 0.24 0.40 0.12
H -1.425 0.854 3.324 0.20 0.10 -0.57 0.10
H -1.879 1.761 1.022 -0.16 0.03 -0.33 0.06
H -3.326 0.719 0.817 0.36 -0.08 0.05 0.07
H -3.298 1.933 2.060 0.07 0.23 -0.08 0.08
H -2.916 -1.180 0.688 -0.17 0.00 0.24 0.10
H -3.155 -2.134 2.192 -0.38 0.61 0.44 0.12
H -1.154 -2.701 0.107 0.20 -0.82 -0.31 0.04
H -2.763 -3.449 0.173 0.12 -0.09 0.15 0.09
H -1.556 -3.762 1.499 0.00 -0.13 -0.35 0.08
```
Positions in Å, forces in eV/Å.

Output
**HOMO level**: -7.6 eV
**Charge**: 0
**Spin multiplicity**: 1
**Kohn-Sham gap**: 7.97 eV
**LUMO level**: 0.0126 hartree
**DFT total energy**: -24737.24731 eV

---

Below is a molecular structure, C2H3NO at a distorted geometry, with properties calculated with the ωB97M-V functional and the def2-TZVPD basis.

XYZ file:
```
7
Properties=species:S:1:pos:R:3:forces:R:3:lowdin_charge:R:1
C -0.746 1.014 -0.522 -0.11 0.46 -0.46 -0.08
C 0.855 -1.146 0.580 1.42 2.24 2.75 -0.29
N 0.324 0.406 -0.497 0.50 -0.55 0.19 0.12
O 0.428 -2.200 0.316 -1.77 -2.85 -1.86 0.00
H -1.676 0.844 0.018 0.09 -0.44 0.25 0.09
H -0.739 1.860 -1.214 -0.18 0.26 -0.07 0.09
H 1.554 -0.779 1.317 0.04 0.88 -0.80 0.07
```
Positions in Å, forces in eV/Å.

Output
**HOMO level (spin up / spin down)**: -5.4 / -11.7 eV
**Charge**: 0
**Spin multiplicity**: 3
**Kohn-Sham gap (spin up / spin down)**: 6.11 / 9.66 eV
**Energy relative to the best compared isomer or geometry (same formula, charge and spin)**: 52.8 kcal per mole
**LUMO level (spin up / spin down)**: 0.0271 / -0.0737 hartree
**DFT total energy**: -5654.10145 eV

---

Below is a molecular structure, C6H6O7P2RhS2, with properties calculated with the ωB97M-V functional and the def2-TZVPD basis.

XYZ file:
```
24
Properties=species:S:1:pos:R:3:forces:R:3:lowdin_charge:R:1
Rh 0.668 0.597 0.458 -0.28 -0.38 -0.19 0.82
O 4.144 1.896 -1.200 -0.03 -0.03 0.02 -0.14
P 3.705 1.502 0.291 -0.14 -0.28 -0.13 0.17
O 4.863 1.447 1.182 0.06 0.00 0.05 -0.28
O 2.763 0.288 0.222 -0.13 0.14 -0.03 -0.48
O 2.685 2.694 0.690 0.55 0.63 0.37 -0.30
P 1.530 3.604 0.059 -0.24 -0.31 -0.23 0.18
O 1.916 3.597 -1.537 -0.03 -0.08 0.04 -0.16
O 1.574 4.977 0.572 -0.10 0.10 0.02 -0.28
O 0.285 2.733 0.174 0.23 0.05 -0.03 -0.46
H 3.393 2.287 -1.674 0.01 0.01 -0.04 0.04
H 2.271 4.462 -1.770 -0.01 0.04 0.07 0.08
S -1.812 0.460 0.440 0.10 0.05 0.06 0.68
C -2.166 -1.198 0.319 -0.12 -0.02 -0.01 -0.72
C -3.532 -1.602 0.309 0.00 0.16 0.01 -0.15
C -3.898 -2.910 0.204 0.10 -0.05 -0.01 -0.10
C -2.905 -3.912 0.100 -0.08 0.08 0.01 -0.10
C -1.588 -3.564 0.104 0.18 -0.04 -0.01 -0.15
C -1.164 -2.209 0.213 -0.02 -0.08 0.02 -0.72
S 0.502 -1.873 0.211 -0.03 0.07 0.00 0.69
H -4.277 -0.822 0.388 -0.03 -0.01 0.00 0.09
H -4.945 -3.186 0.200 -0.02 0.02 0.00 0.10
H -3.197 -4.951 0.018 0.03 -0.02 0.00 0.10
H -0.815 -4.317 0.025 -0.01 -0.03 -0.01 0.09
```
Positions in Å, forces in eV/Å.

Output
**HOMO level (spin up / spin down)**: -4.9 / -5.9 eV
**Charge**: -1
**Spin multiplicity**: 5
**Kohn-Sham gap (spin up / spin down)**: 7.50 / 5.92 eV
**Energy relative to the best compared isomer or geometry (same formula, charge and spin)**: 5.4 kcal per mole
**LUMO level (spin up / spin down)**: 0.0953 / 0.0020 hartree
**DFT total energy**: -63916.76374 eV